No. 1
ORCA calculation (ωB97M-V/def2-TZVPD) on a cluster of 2 separate species, CH4ClN in total.

Geometry as XYZ:
```
7
Properties=species:S:1:pos:R:3:forces:R:3
C 0.69765 -0.64550 0.50181 -0.96 0.42 -1.14
N -1.21741 0.47636 -0.77763 0.27 -0.99 0.58
Cl 0.72616 0.23598 1.92023 0.13 0.30 0.68
H 1.42637 -0.40319 -0.24966 0.14 -0.01 0.00
H 0.19061 -1.59014 0.50994 -0.07 -0.13 0.03
H -0.66315 0.56294 -1.62572 0.17 0.29 -0.09
H -1.16023 1.36355 -0.27896 0.31 0.12 -0.06
```
Positions in Å, forces in eV/Å.

The calculation puts the maximum force at 1.55 eV/A. The value obtained for the HOMO energy (alpha / beta) is -8.532 / -10.372 eV. The HOMO-LUMO gap (alpha / beta) comes out at 8.31 / 10.45 eV. The calculation puts the total energy at -555.31035 Ha.

Okay, here come the natural (NBO) numbers, in e, for every atom: -0.34, -0.72, 0.05, 0.19, 0.21, 0.31, 0.31



No. 2
ORCA calculation (ωB97M-V/def2-TZVPD) on an isolated molecule of C4H6O2.

Geometry as XYZ:
```
12
Properties=species:S:1:pos:R:3:forces:R:3
C -0.94319 -0.53845 1.44894 0.01 -0.06 0.02
C 0.20684 -0.53622 0.47062 0.14 -0.19 -0.05
O 0.96535 -1.47326 0.34708 -0.28 0.34 0.09
C 0.38397 0.70995 -0.39155 -0.07 0.09 -0.03
C 0.69266 0.35047 -1.83384 -0.09 0.16 -0.22
O 0.26019 0.96590 -2.77674 0.17 -0.26 0.43
H -1.89093 -0.47367 0.90082 0.14 0.02 0.05
H -0.89024 0.33799 2.10563 0.01 -0.11 -0.12
H -0.92545 -1.45379 2.04323 0.01 0.14 -0.09
H -0.47299 1.38870 -0.35514 0.12 -0.11 0.00
H 1.25971 1.25049 -0.00227 -0.10 -0.11 -0.03
H 1.35410 -0.52813 -1.95679 -0.07 0.10 -0.05
```
Positions in Å, forces in eV/Å.

The calculation puts the maximum force at 0.53 eV/A. The value obtained for the HOMO energy is -9.809 eV. The HOMO-LUMO gap comes out at 10.53 eV. The calculation puts the total energy at -306.47881 Ha.

Okay, here come the natural (NBO) numbers, in e, for every atom: -0.72, 0.60, -0.54, -0.63, 0.45, -0.51, 0.24, 0.23, 0.24, 0.24, 0.26, 0.13



No. 3
ORCA calculation (ωB97M-V/def2-TZVPD) on a structure of composition C12H17CuO4.

Geometry as XYZ:
```
34
Properties=species:S:1:pos:R:3:forces:R:3
Cu -0.19666 -0.08454 0.03902 -0.55 -0.31 -0.04
C -3.46487 1.04938 2.33928 0.27 0.10 0.04
C -2.63027 0.20607 1.41613 -1.11 -0.09 0.23
O -1.46316 0.61967 1.23406 0.67 0.19 -0.29
C -3.20202 -0.96490 0.81669 0.89 -0.19 -0.48
C -4.50908 -1.39896 1.13962 -0.19 -0.24 -0.01
C -5.04824 -2.53957 0.60707 -0.03 0.32 0.28
C -4.28898 -3.31938 -0.27351 0.11 0.09 0.05
C -3.02648 -2.93643 -0.61770 0.35 0.27 -0.14
C -2.43610 -1.74689 -0.11624 -1.68 -0.49 0.55
O -1.26541 -1.46297 -0.55204 1.57 0.59 -0.19
H -2.88480 1.91525 2.65402 -0.05 -0.07 -0.02
H -3.74704 0.47237 3.21795 -0.08 -0.02 0.04
H -4.36886 1.38239 1.83477 -0.08 -0.02 0.00
H -5.09700 -0.83340 1.84414 -0.04 0.11 0.05
H -6.04420 -2.84713 0.87678 -0.13 0.00 0.06
H -4.70135 -4.23360 -0.67358 -0.03 -0.06 -0.07
H -2.42459 -3.49891 -1.31277 0.02 -0.17 -0.07
C 2.18906 -1.85048 0.30111 0.11 -0.56 0.11
O 1.80476 -0.51399 0.61916 -0.45 0.25 -0.18
C 2.63293 0.50905 0.07900 0.12 0.58 -0.29
C 2.14005 0.95863 -1.30019 0.52 -0.39 0.13
O 0.76003 1.30225 -1.26793 -0.13 -0.41 0.34
C 0.46771 2.66636 -0.97422 -0.25 0.49 -0.06
H 3.26777 -1.96785 0.41395 -0.04 0.04 0.01
H 1.88753 -2.13738 -0.70772 0.02 0.05 -0.03
H 1.68307 -2.48452 1.02662 0.03 -0.06 -0.10
H 3.66673 0.16014 0.01172 -0.05 0.08 0.05
H 2.57595 1.33812 0.79177 0.10 -0.08 -0.09
H 2.22077 0.13869 -2.02103 0.06 0.13 0.05
H 2.73325 1.80689 -1.65187 -0.02 -0.09 -0.02
H 1.13274 3.32614 -1.53412 -0.01 -0.08 0.01
H 0.54463 2.88266 0.09317 0.05 -0.02 0.00
H -0.55534 2.82864 -1.30874 0.04 0.07 0.09
```
Positions in Å, forces in eV/Å.

As for the net charge: +1. The spin multiplicity is 2. The calculation puts the maximum force at 1.83 eV/A. The value obtained for the HOMO energy (alpha / beta) is -11.501 / -11.439 eV. Its expectation value of S² is 0.753. The HOMO-LUMO gap (alpha / beta) comes out at 8.25 / 6.20 eV. The calculation puts the total energy at -2408.63349 Ha.

Okay, here come the natural (NBO) numbers, in e, for every atom: 1.43, -0.71, 0.60, -0.71, -0.26, -0.13, -0.26, -0.11, -0.29, 0.42, -0.75, 0.25, 0.25, 0.25, 0.22, 0.23, 0.23, 0.23, -0.27, -0.61, -0.11, -0.11, -0.61, -0.27, 0.20, 0.19, 0.22, 0.21, 0.21, 0.21, 0.21, 0.20, 0.19, 0.22



No. 4
ORCA calculation (ωB97M-V/def2-TZVPD) on a structure of composition C16H26Cl2CrIN3OS.

Geometry as XYZ:
```
51
Properties=species:S:1:pos:R:3:forces:R:3
Cr -0.53535 0.94842 0.18196 0.26 -0.09 -0.73
C -2.04385 2.58245 2.15267 -0.01 0.07 0.02
C -0.59349 3.02428 2.35115 -0.06 0.05 0.04
N 0.28864 2.56808 1.24531 -0.09 0.04 -0.03
C 1.60193 2.10335 1.72234 0.15 -0.03 0.03
C 1.42217 0.79218 2.49635 0.06 0.06 -0.03
N 0.23915 0.02905 1.99499 -0.04 0.10 0.21
C -0.82556 -0.12666 3.03135 -0.08 -0.06 -0.01
C -2.20126 0.09669 2.42655 0.04 -0.07 0.09
N -2.14328 1.24709 1.52141 -0.07 0.13 -0.02
H -2.53643 3.28124 1.48009 0.00 -0.04 0.01
H -2.57174 2.60108 3.11047 0.00 0.00 0.00
H -0.19067 2.63755 3.28566 0.00 -0.03 -0.01
H -0.56252 4.11209 2.43213 0.01 -0.03 0.01
H 0.40716 3.32215 0.57514 -0.01 -0.02 -0.02
H 2.09845 2.84891 2.35109 -0.07 -0.01 0.01
H 2.21711 1.93768 0.84144 0.03 0.02 0.03
H 1.29052 0.98686 3.56038 0.01 -0.02 -0.01
H 2.32422 0.19167 2.39971 0.00 -0.01 -0.05
H 0.56869 -0.89066 1.73215 -0.02 -0.02 -0.06
H -0.65143 0.60373 3.81902 0.01 0.00 -0.01
H -0.77259 -1.10873 3.50471 0.01 0.01 -0.03
H -2.94402 0.22717 3.22023 0.03 0.02 -0.01
H -2.50244 -0.76251 1.83051 -0.01 -0.02 0.00
H -2.96341 1.25640 0.92101 0.00 -0.01 0.01
Cl 2.26808 -1.62857 0.17763 0.04 -0.07 0.10
C 2.57085 -1.33631 -1.51145 0.11 -0.06 0.13
C 3.40650 -2.24250 -2.14003 -0.03 0.01 0.08
C 3.72406 -2.05704 -3.47286 -0.02 0.02 0.00
C 3.20810 -0.97143 -4.15550 -0.05 0.12 -0.07
C 2.37593 -0.07518 -3.50370 -0.03 0.01 -0.20
Cl 1.73160 1.24321 -4.41851 0.07 -0.07 -0.08
C 2.02658 -0.22324 -2.15131 -0.28 -0.07 -0.09
S 0.99793 1.03400 -1.46695 0.00 0.11 0.66
H 3.80710 -3.07658 -1.58219 -0.01 0.00 0.02
H 4.37523 -2.75804 -3.97452 0.02 -0.01 -0.03
H 3.43902 -0.80676 -5.19801 0.01 0.00 -0.01
I -1.82199 2.80211 -1.35440 -0.06 0.03 0.09
C -0.87317 -2.72855 -1.49113 -0.02 0.02 0.02
C -1.78554 -2.06805 -2.53074 0.02 -0.03 0.01
C -2.19390 -0.74023 -1.88920 -0.03 0.20 -0.09
O -1.60279 -0.71523 -0.54500 0.07 -0.17 -0.07
C -1.34972 -2.09682 -0.20178 0.01 -0.06 0.08
H 0.17174 -2.47076 -1.66360 -0.03 0.00 -0.01
H -0.96231 -3.81262 -1.47695 0.00 -0.02 0.02
H -2.66291 -2.68256 -2.72650 0.01 -0.01 0.02
H -1.27272 -1.91042 -3.47724 0.00 0.01 0.00
H -3.27301 -0.64496 -1.76438 0.03 0.01 -0.03
H -1.81942 0.13276 -2.41475 -0.02 -0.04 0.03
H -2.28782 -2.54452 0.14446 0.03 0.02 -0.01
H -0.61741 -2.13129 0.60077 0.00 0.02 0.01
```
Positions in Å, forces in eV/Å.

As for the net charge: +1. The spin multiplicity is 2. The calculation puts the maximum force at 0.79 eV/A. The value obtained for the HOMO energy (alpha / beta) is -10.938 / -10.895 eV. Its expectation value of S² is 1.064. The HOMO-LUMO gap (alpha / beta) comes out at 6.01 / 8.25 eV. The calculation puts the total energy at -3525.35050 Ha.

Okay, here come the natural (NBO) numbers, in e, for every atom: 0.72, -0.25, -0.24, -0.63, -0.23, -0.24, -0.66, -0.24, -0.23, -0.64, 0.25, 0.21, 0.20, 0.24, 0.42, 0.22, 0.24, 0.21, 0.24, 0.41, 0.21, 0.23, 0.22, 0.21, 0.42, 0.00, -0.06, -0.22, -0.16, -0.22, -0.04, 0.06, -0.19, 0.07, 0.24, 0.24, 0.25, -0.38, -0.42, -0.44, -0.08, -0.58, -0.06, 0.22, 0.24, 0.22, 0.24, 0.20, 0.23, 0.19, 0.18



No. 5
ORCA calculation (ωB97M-V/def2-TZVPD) on an isolated molecule of C4H3ClN2O.

Geometry as XYZ:
```
11
Properties=species:S:1:pos:R:3:forces:R:3
C 1.06119 -0.33190 0.01720 -0.14 -0.06 -0.29
C 0.08854 -1.24649 -0.02391 -0.15 -0.29 0.00
C -1.32850 -0.82503 -0.02185 -0.25 -0.30 0.18
C -0.56948 1.35314 -0.02135 0.17 0.85 0.34
H 0.31281 -2.30782 -0.05066 -0.06 0.22 0.03
H -0.70628 2.42728 0.03843 -0.19 0.10 -0.18
H 1.46849 1.68527 0.07609 0.22 0.33 0.00
N -1.57322 0.57723 -0.04621 -0.18 -0.77 -0.07
N 0.74358 1.00252 0.01625 0.10 -0.71 0.02
O -2.23729 -1.63180 0.02915 0.51 0.57 -0.13
Cl 2.74015 -0.70240 -0.01316 -0.03 0.06 0.08
```
Positions in Å, forces in eV/Å.

The calculation puts the maximum force at 0.93 eV/A. The value obtained for the HOMO energy is -9.565 eV. The HOMO-LUMO gap comes out at 9.93 eV. The calculation puts the total energy at -799.17331 Ha.

Okay, here come the natural (NBO) numbers, in e, for every atom: 0.17, -0.36, 0.60, 0.30, 0.25, 0.19, 0.43, -0.48, -0.58, -0.56, 0.05